ORCA calculation (ωB97M-V with the def2-TZVPD basis set) on a structure of composition C30H46BiN7OS3 at a distorted geometry.

Geometry as XYZ:
```
88
Properties=species:S:1:pos:R:3
Bi 0.07 0.07 0.05
C -0.58 0.73 -3.84
C 0.18 2.01 -3.47
S 0.18 2.05 -1.63
C 1.93 2.54 -1.34
C 2.95 1.42 -1.56
S 2.60 -0.07 -0.55
C 2.41 -1.32 -1.87
C 1.45 -1.01 -3.03
S -0.24 -0.46 -2.51
H -1.65 0.91 -3.86
H -0.29 0.35 -4.82
H 1.20 1.97 -3.86
H -0.31 2.90 -3.88
H 2.17 3.40 -1.97
H 2.00 2.88 -0.32
H 3.05 1.17 -2.61
H 3.93 1.79 -1.24
H 3.40 -1.53 -2.27
H 2.09 -2.21 -1.39
H 1.90 -0.26 -3.69
H 1.32 -1.91 -3.64
C 0.73 0.83 5.33
N 0.02 -0.27 4.71
C -0.60 -1.26 5.54
C -1.22 -2.25 4.58
N -0.93 -1.75 3.25
C -1.41 -2.49 2.12
C -0.17 -0.54 3.32
N 0.28 0.42 2.34
C 1.02 1.49 2.67
C 1.52 2.19 1.40
N 0.42 2.25 0.62
C -0.15 3.35 -0.11
N -1.25 3.38 -1.11
C -1.92 2.30 -1.88
C -1.69 4.73 -1.33
C -0.79 5.60 -0.46
N 0.10 4.68 0.23
C 1.08 5.22 1.16
H 0.66 0.74 6.43
H 0.27 1.79 5.07
H 1.79 0.81 5.09
H -1.37 -0.79 6.17
H 0.16 -1.76 6.17
H -2.31 -2.30 4.73
H -0.78 -3.25 4.71
H -1.97 -3.38 2.47
H -0.58 -2.83 1.51
H -2.12 -1.87 1.54
H 1.91 1.28 3.28
H 0.32 2.19 3.18
H 2.36 1.62 0.95
H 1.98 3.12 1.72
H -1.51 1.31 -1.75
H -1.83 2.52 -2.95
H -2.99 2.27 -1.62
H -2.75 4.85 -1.04
H -1.57 5.00 -2.40
H -1.39 6.17 0.27
H -0.20 6.30 -1.08
H 1.00 6.32 1.19
H 2.10 4.99 0.81
H 0.88 4.85 2.17
O 0.28 -1.38 1.26
C 2.56 -5.13 -1.33
C 2.62 -4.30 -0.21
C 1.65 -3.33 -0.02
C 0.57 -3.15 -0.93
C 0.56 -3.99 -2.05
C 1.53 -4.97 -2.25
N -0.36 -2.15 -0.71
C -1.67 -2.53 -0.97
C -2.19 -3.78 -0.57
C -3.51 -4.14 -0.79
C -4.39 -3.25 -1.41
C -3.93 -2.00 -1.79
C -2.60 -1.64 -1.57
H 3.32 -5.89 -1.49
H 3.42 -4.41 0.51
H 1.71 -2.69 0.86
H -0.23 -3.87 -2.79
H 1.48 -5.60 -3.13
H -1.53 -4.49 -0.07
H -3.86 -5.12 -0.48
H -5.42 -3.53 -1.58
H -4.60 -1.29 -2.27
H -2.27 -0.66 -1.87
```

Summary:
* lowest unoccupied orbital energy: 0.001 Ha
* energy above the lowest of the compared OMol25 structures with the same formula, charge and spin: 20.788 eV
* multiplicity: 1

The net atomic charges from Mulliken, expressed in e, are:
1. Bi 0.22
2. C -1.12
3. C -1.30
4. S 0.89
5. C -1.10
6. C -1.25
7. S -0.37
8. C 2.61
9. C -1.59
10. S 0.56
11. H 0.20
12. H 0.64
13. H 0.55
14. H 0.53
15. H 0.42
16. H 0.58
17. H 0.52
18. H 0.73
19. H 0.84
20. H -2.53
21. H 0.72
22. H 0.77
23. C -0.92
24. N 0.15
25. C -0.78
26. C -0.61
27. N 0.23
28. C -0.80
29. C -0.12
30. N 0.67
31. C -0.44
32. C -1.59
33. N 0.48
34. C -0.39
35. N 0.40
36. C -1.12
37. C -0.63
38. C -0.72
39. N 0.22
40. C -0.96
41. H 0.40
42. H 0.25
43. H 0.32
44. H 0.37
45. H 0.36
46. H 0.35
47. H 0.34
48. H 0.41
49. H 0.20
50. H 0.18
51. H 0.30
52. H 0.49
53. H -0.07
54. H 0.40
55. H 0.33
56. H 0.50
57. H 0.39
58. H 0.34
59. H 0.25
60. H 0.38
61. H 0.41
62. H 0.44
63. H 0.27
64. H 0.26
65. O -1.14
66. C -0.65
67. C -1.26
68. C 0.16
69. C -1.45
70. C -0.18
71. C -0.96
72. N 2.19
73. C -0.31
74. C -0.03
75. C -0.97
76. C -0.65
77. C -1.12
78. C -0.80
79. H 0.39
80. H 0.47
81. H 0.37
82. H 0.49
83. H 0.41
84. H 0.50
85. H 0.38
86. H 0.37
87. H 0.40
88. H 0.98